No. 1
Entry from the Open Molecules 2025 dataset: C3H3N3 in the gas phase (ωB97M-V/def2-TZVPD).

CARTESIAN COORDINATES (ANGSTROEM)
N1 2.54532 -0.36853 -0.49153
C1 1.48676 -0.16157 -0.07916
C2 0.09771 0.02918 0.38475
N2 -0.67615 -1.10826 -0.06925
C3 -0.38692 1.37462 -0.03643
N3 -0.79930 2.41362 -0.33204
H1 0.10364 0.03322 1.48179
H2 -1.64311 -1.04728 0.22831
H3 -0.64409 -1.18766 -1.08023

Atoms 1-6, force components in eV/Å:
N -1.0 0.3 0.5
C 1.0 -0.2 -0.4
C 0.1 0.0 0.1
N -0.2 0.0 -0.1
C -0.4 0.9 -0.3
N 0.4 -1.1 0.3

Calculated values
LUMO level: 0.369 eV
relative energy (zero: lowest compared OMol25 entry of this formula, charge and spin): 20.9 kcal/mol
HOMO: -11.26 eV

=====

No. 2
Entry from the Open Molecules 2025 dataset: a molecular structure, C4H5HgO5 (ωB97M-V/def2-TZVPD).

CARTESIAN COORDINATES (ANGSTROEM)
O1 2.07003 0.91510 0.31883
C1 2.10379 -0.34606 0.26699
C2 -0.81327 0.38338 0.43143
O2 3.05691 -0.95203 -0.28508
O3 1.08419 -1.07462 0.71108
C3 -0.17531 -0.94686 0.05335
Hg1 3.92651 0.86219 -0.55961
H1 -0.66014 1.13009 -0.35739
H2 -0.49151 0.71042 1.42744
H3 -0.03657 -1.00829 -1.03262
H4 -0.78298 -1.79036 0.39958
O4 -4.25336 0.25239 -0.08926
C4 -3.02829 0.63144 -0.39470
O5 -2.26072 0.17480 0.55497
H5 -4.85218 0.54289 -0.78726

Atoms 1-6, force components in eV/Å:
O -2.9 -0.2 1.6
C -1.7 -0.7 -0.5
C -1.3 0.1 -0.2
O -1.2 -3.0 0.9
O 0.2 -0.8 0.4
C -0.1 0.5 0.1

Calculated values
multiplicity: 2
LUMO level (spin up / spin down): 0.421 / -1.720 eV
relative energy (zero: lowest compared OMol25 entry of this formula, charge and spin): 25.1 kcal/mol
HOMO (spin up / spin down): -8.42 / -9.18 eV

=====

No. 3
Entry from the Open Molecules 2025 dataset: a molecular structure, C14H17BF10IrN2O4S2 (ωB97M-V/def2-TZVPD).

CARTESIAN COORDINATES (ANGSTROEM)
Ir1 -0.10173 -0.06492 0.16367
F1 -4.98846 -0.42500 -0.36756
C1 -4.47570 -0.86612 0.77984
F2 -4.91233 -2.11508 0.96046
F3 -4.99647 -0.12632 1.76407
S1 -2.59788 -0.80121 0.90217
O1 -2.07893 -1.53066 -0.21546
O2 -2.26408 0.58423 1.01085
N1 -2.51251 -1.60672 2.26190
S2 -1.09115 -1.76596 2.89567
O3 -0.16788 -0.71777 2.53633
O4 -1.13093 -2.14494 4.26840
C2 -0.35775 -3.29070 2.04508
F4 0.75934 -3.69036 2.66489
F5 -0.03030 -3.04609 0.77771
F6 -1.20273 -4.32556 2.05086
C3 2.88919 -2.32336 -1.30754
C4 3.66774 -2.56199 -0.01810
C5 5.06853 -3.08429 -0.37844
C6 3.81443 -1.33716 0.85477
C7 4.77395 -1.30951 1.84543
C8 5.07381 -0.14960 2.54592
C9 4.45723 1.04447 2.18221
C10 3.43791 1.06884 1.26030
C11 2.79785 2.37094 0.84674
C12 2.61594 2.46380 -0.66956
C13 1.46148 2.59596 1.55916
C14 2.96784 -0.17859 0.69764
N2 1.81144 -0.25807 0.12857
H1 2.95707 -3.20732 -1.93777
H2 3.29810 -1.47853 -1.85384
H3 1.84137 -2.12317 -1.10159
H4 3.13522 -3.32735 0.55679
H5 5.69414 -2.25734 -0.71022
H6 5.00374 -3.81616 -1.18030
H7 5.54699 -3.56398 0.46985
H8 5.32219 -2.20913 2.08328
H9 5.82591 -0.16008 3.32113
H10 4.78675 1.97589 2.62728
H11 3.48191 3.17286 1.15941
H12 1.83858 1.77162 -1.00424
H13 3.54652 2.22105 -1.17677
H14 2.31431 3.46780 -0.95447
H15 0.73692 1.81627 1.25832
H16 1.05163 3.56413 1.27894
H17 1.58392 2.54855 2.63942
F7 -0.12421 -0.05993 -2.38577
B1 -0.89230 1.10201 -2.67299
F8 -2.11094 0.76434 -3.17173
F9 -0.20260 1.91192 -3.52571
F10 -1.01115 1.73538 -1.40480

Atoms 1-6, force components in eV/Å:
Ir 5.2 -1.4 0.8
F 0.8 0.0 0.1
C -0.7 -0.1 0.3
F 0.4 -0.1 -0.2
F 0.3 0.1 0.0
S -3.0 -1.5 1.0

Calculated values
LUMO level (spin up / spin down): 0.964 / 0.950 eV
relative energy (zero: lowest compared OMol25 entry of this formula, charge and spin): 75.5 kcal/mol
HOMO (spin up / spin down): -4.66 / -4.68 eV
net charge: -1

=====

No. 4
Entry from the Open Molecules 2025 dataset: 5 unconnected molecules or ions with the total composition C2H16NO4 (ωB97M-V/def2-TZVPD).

CARTESIAN COORDINATES (ANGSTROEM)
C1 -1.65571 0.37655 -0.60797
N1 -0.13723 0.67568 -0.59124
C2 0.55427 0.00097 0.51165
H1 -2.20486 0.56192 -1.55522
H2 -1.78485 -0.65527 -0.31259
H3 -2.11462 1.09212 0.11316
H4 0.04906 1.76561 -0.24084
H5 0.23807 0.36458 -1.54265
H6 0.94820 0.69532 1.32566
H7 1.45342 -0.48977 0.05625
H8 -0.03162 -0.85277 0.93364
H9 -1.42912 -0.40395 -3.60261
H10 0.04152 -0.94418 -3.73692
O1 -0.49129 -0.24436 -3.27554
H11 -1.39163 1.29408 3.01212
H12 -2.19349 2.61663 2.36321
O2 -1.60962 1.85708 2.17910
H13 2.28737 1.02599 6.28410
H14 2.76756 -0.26727 5.82212
O3 2.88854 0.74038 5.60764
H15 0.89658 -3.52238 -4.83540
H16 1.85366 -2.97309 -3.65459
O4 1.06582 -2.71386 -4.25306

Atoms 1-6, force components in eV/Å:
C -0.4 1.6 0.4
N -0.9 3.0 0.4
C 2.1 -1.9 1.2
H 1.2 -0.1 0.3
H 0.0 -0.1 0.1
H 0.4 -1.0 -0.2

Calculated values
LUMO level: -2.920 eV
relative energy (zero: lowest compared OMol25 entry of this formula, charge and spin): 52.3 kcal/mol
HOMO: -13.72 eV
net charge: +1

=====

No. 5
Entry from the Open Molecules 2025 dataset: 3 unconnected molecules or ions with the total composition C3H13NO3 (ωB97M-V/def2-TZVPD).

CARTESIAN COORDINATES (ANGSTROEM)
C1 -0.27119 -0.63723 2.26330
N1 -0.32886 -0.07127 0.84657
C2 0.22777 1.32537 0.73728
C3 0.04709 1.96830 -0.67593
O1 0.97725 1.29822 -1.52457
H1 0.66652 -0.87114 2.66488
H2 -0.95717 -0.23700 3.03754
H3 -0.61493 -1.61498 2.36467
H4 -1.29396 -0.17751 0.46257
H5 1.34820 1.16107 0.80023
H6 -0.25528 1.86261 1.48370
H7 0.25210 2.97735 -0.65374
H8 -1.06225 1.79953 -1.21076
H9 0.41135 0.76223 -1.99151
O2 0.99090 -2.33446 -0.73396
H10 0.66750 -1.76347 -0.00586
H11 1.94136 -1.92139 -0.88816
O3 -0.89590 -0.78567 -2.36818
H12 -0.32668 -1.35810 -1.82162
H13 -1.52385 -1.38244 -2.78645

Atoms 1-6, force components in eV/Å:
C -1.9 1.3 -1.0
N -0.2 -1.0 1.0
C 0.5 -2.2 -2.1
C -2.4 -3.8 -0.5
O 1.4 2.3 1.4
H 2.0 1.0 0.3

Calculated values
LUMO level: 0.785 eV
relative energy (zero: lowest compared OMol25 entry of this formula, charge and spin): 45.4 kcal/mol
HOMO: -9.28 eV

=====

No. 6
Entry from the Open Molecules 2025 dataset: a molecular structure, C6H11ClN2 (ωB97M-V/def2-TZVPD).

CARTESIAN COORDINATES (ANGSTROEM)
C1 16.69368 12.19983 14.55704
C2 16.91111 13.62172 15.25063
N1 18.14797 14.19395 14.87889
C3 18.24430 15.34077 14.15934
C4 19.63326 15.67310 14.22771
N2 20.36567 14.60200 14.76237
C5 19.41745 13.74072 15.16183
C6 21.80625 14.45490 14.84752
H1 17.40248 12.11273 13.73356
H2 15.62842 12.13034 14.33684
H3 17.11183 11.53461 15.31250
H4 16.95650 13.56541 16.33823
H5 16.09764 14.29915 14.99091
H6 17.38923 15.89724 13.80497
H7 20.19116 16.49172 13.79757
H8 19.55610 12.77315 15.62117
H9 22.10768 13.84538 15.69942
H10 22.29599 15.42156 14.96503
H11 22.23366 13.92707 13.99498
Cl1 14.30076 12.52581 14.59827

Atoms 1-6, force components in eV/Å:
C 6.3 1.0 1.6
C -1.4 -2.3 -0.1
N 3.6 0.6 -0.9
C 3.9 1.0 1.3
C -0.8 -0.3 -1.5
N -3.1 0.8 -0.1

Calculated values
LUMO level: -0.191 eV
relative energy (zero: lowest compared OMol25 entry of this formula, charge and spin): 81.0 kcal/mol
HOMO: -5.86 eV